Here is a 12-piece molecular cluster, H24O12 overall at a distorted geometry from the Open Molecules 2025 dataset. Energies are from the ωB97M-V functional and the def2-TZVPD basis.

Results
Kohn-Sham gap: 10.09 eV
spin multiplicity: 1
energy above the lowest of the compared OMol25 structures with the same formula, charge and spin: 95.89 kcal/mol
net charge: 0

Element x y z (Å)
H: -0.170 -0.514 -0.674
H: 1.217 0.056 -0.429
H: 1.517 3.822 2.642
H: 1.379 2.903 1.439
H: 0.712 -2.017 3.823
H: 0.941 -0.518 3.938
H: -0.756 -2.481 2.725
H: -2.026 -3.116 3.266
H: 2.462 -1.615 1.951
H: 1.685 -0.377 2.369
H: -3.143 -0.592 -0.312
H: -3.478 0.855 0.012
H: -1.140 2.931 0.299
H: -2.287 3.228 -0.653
H: 0.227 -1.615 -2.824
H: 1.214 -1.571 -1.669
H: 0.591 1.164 -4.935
H: 1.706 1.526 -3.968
H: -2.276 0.060 -3.910
H: -3.311 -0.741 -3.137
H: 3.789 3.036 1.659
H: 5.086 2.246 1.607
H: -2.365 -4.208 -0.827
H: -2.621 -2.870 -1.502
O: 0.675 -0.723 -0.260
O: 1.186 3.799 1.737
O: 1.410 -1.351 3.811
O: -1.146 -2.831 3.534
O: 1.912 -0.907 1.597
O: -3.183 0.033 0.421
O: -1.333 3.324 -0.560
O: 1.160 -1.736 -2.618
O: 1.440 1.618 -4.890
O: -2.871 0.117 -3.154
O: 4.562 2.881 1.105
O: -2.763 -3.817 -1.613